106
Properties=species:S:1:pos:R:3 method="wB97M-V/def2-TZVPD" fmax_ha_per_bohr=0.10273 gap_ev=9.636 e_homo_ev=-9.5 de_lowest_kcal_mol=66.5
C 0.3093 -4.7432 -7.8133
C 0.7582 -4.6826 -6.3034
C 0.6404 -3.2219 -5.6868
C 1.0033 -3.3728 -4.1449
C 0.1253 -2.3798 -3.2268
Br 0.5098 -0.6771 -4.2447
O -1.1606 -2.9211 -3.4525
S -2.4024 -2.3168 -2.5972
O -3.6920 -3.0200 -2.8756
O -2.6065 -0.8991 -2.9604
C -1.8800 -2.5587 -0.8261
C -3.1636 -2.1413 -0.0438
C -3.1068 -2.0686 1.5156
C -4.3764 -2.8097 2.1120
I -6.2228 -1.8561 1.4486
B -1.8663 -4.1696 -0.5297
C -2.0485 -5.3162 -1.6495
O -1.7072 -4.6777 0.7990
C -0.5119 -1.8206 -0.6522
C -0.5621 -0.2443 -0.8418
C -1.8073 0.5503 -0.3349
O -1.3694 1.9187 -0.1235
C 0.0404 -1.8986 0.8356
O -0.3982 -0.8970 1.7185
C 0.5420 -0.5978 2.7469
C 1.5203 0.5262 2.2529
C 0.6446 -2.3254 -1.6807
C 1.2753 -3.7094 -1.4131
C 1.6427 -4.2448 0.0128
O 1.5609 -1.2415 -1.6933
C 2.9316 -1.4313 -1.8457
C 3.7673 -1.7312 -0.5218
H 1.2112 -4.8584 -8.4456
H -0.4320 -5.5543 -7.9989
H -0.2411 -3.7953 -8.0217
H 1.7509 -5.1416 -6.1056
H 0.0128 -5.2920 -5.7285
H 1.3872 -2.6154 -6.2373
H -0.4094 -2.9180 -5.8556
H 2.0838 -3.1518 -4.0706
H 0.7514 -4.4363 -3.9180
H -3.9384 -2.9264 -0.2716
H -3.6763 -1.2184 -0.4092
H -2.2360 -2.5583 1.9936
H -3.1595 -1.0383 1.9365
H -4.3841 -3.8171 1.6300
H -4.3194 -2.9318 3.2100
H -1.3233 -5.2579 -2.4872
H -1.9066 -6.3323 -1.1954
H -3.0838 -5.3435 -2.0738
H -2.3832 -5.3610 0.8758
H -0.5137 0.0878 -1.8985
H 0.2781 0.2713 -0.3241
H -2.6532 0.6229 -1.0521
H -2.2300 0.2354 0.6365
H -1.3731 2.3897 -0.9599
H 1.1484 -1.7664 0.7080
H -0.1175 -2.8895 1.3185
H 1.1381 -1.5120 2.9765
H 0.0078 -0.2817 3.6690
H 1.9601 0.3100 1.2582
H 0.9665 1.4914 2.2750
H 2.3559 0.5789 2.9881
H 0.6061 -4.5086 -1.8243
H 2.2275 -3.9191 -1.9581
H 2.2914 -5.1508 -0.0761
H 0.7464 -4.5961 0.5829
H 2.1777 -3.5444 0.6815
H 3.3690 -0.4751 -2.2259
H 3.2809 -2.1937 -2.5858
H 4.0772 -2.7973 -0.4889
H 3.2547 -1.3809 0.3962
H 4.7184 -1.1458 -0.5843
O 2.1277 6.6384 1.4017
S 1.0927 6.4165 2.3657
O 1.2306 6.7791 3.7387
O 0.6532 4.8676 2.2773
C -0.7457 4.7777 1.9753
C -1.0598 6.0312 1.1822
O -0.2778 7.0606 1.7996
H -1.2979 4.7556 2.9178
H -0.9548 3.8683 1.4110
H -2.1172 6.2854 1.2072
H -0.7336 5.9355 0.1429
O -3.8180 2.8183 5.2838
S -3.3398 4.1513 5.1101
O -1.9701 4.4459 4.8329
O -3.8158 5.0301 6.3793
C -4.6036 6.1377 5.9336
C -5.2555 5.6669 4.6461
O -4.2514 4.8845 3.9931
H -3.9345 6.9824 5.7528
H -5.3352 6.4109 6.6913
H -5.5689 6.4932 4.0118
H -6.1121 5.0193 4.8492
O 6.7389 2.4695 1.2977
S 7.2257 3.8018 1.1278
O 8.5961 4.0873 0.8511
O 6.7566 4.6766 2.4037
C 5.9733 5.7912 1.9644
C 5.3172 5.3292 0.6776
O 6.3152 4.5432 0.0170
H 6.6467 6.6330 1.7856
H 5.2437 6.0667 2.7232
H 5.0062 6.1597 0.0484
H 4.4576 4.6864 0.8811

---

87
Properties=species:S:1:pos:R:3 method="wB97M-V/def2-TZVPD" fmax_ha_per_bohr=0.04057 gap_ev=9.206 e_homo_ev=-12.8 charge=+1
C 0.4844 0.9704 -0.5237
C 1.2716 -0.2467 -1.1793
C 1.6261 -1.4447 -0.1891
C 1.5999 -1.0737 1.3464
C 2.6607 0.0340 1.7729
C 3.6454 -0.4200 2.9398
C 4.8826 0.6085 2.9137
S 4.3186 2.3664 3.2400
N 3.7481 3.1089 1.8025
H -0.1806 0.6984 0.3369
H -0.2050 1.3725 -1.3315
H 1.2122 1.8118 -0.3002
H 2.2162 0.1102 -1.7024
H 0.5984 -0.6555 -2.0005
H 0.8715 -2.2769 -0.3546
H 2.6428 -1.8434 -0.5115
H 0.5475 -0.7994 1.6586
H 1.8528 -2.0022 1.9569
H 2.0491 0.8995 2.2025
H 3.1974 0.4702 0.8740
H 3.9636 -1.4949 2.8891
H 3.0980 -0.1925 3.9083
H 5.7141 0.3122 3.6171
H 5.3179 0.6078 1.8732
H 3.2439 2.2207 4.1086
H 4.3933 2.9734 1.0190
H 2.7980 2.8136 1.5568
C -2.3762 1.3655 -4.6735
C -2.7013 -0.1230 -4.6145
C -3.5524 -0.5006 -3.3995
C -2.8236 -0.1666 -2.1388
N -2.2503 0.0836 -1.1591
H -1.7817 1.6829 -3.8121
H -1.7950 1.5910 -5.5695
H -3.2898 1.9662 -4.7010
H -1.7668 -0.6906 -4.6015
H -3.2363 -0.4061 -5.5243
H -3.7687 -1.5710 -3.4098
H -4.5033 0.0376 -3.4134
C 1.7716 -0.0186 8.1101
C 2.8448 -1.0534 8.4306
C 3.7907 -1.3146 7.2555
C 3.0203 -1.8350 6.0844
N 2.4169 -2.2393 5.1772
H 1.1189 -0.3532 7.3001
H 1.1405 0.1567 8.9829
H 2.2212 0.9357 7.8188
H 2.3600 -1.9867 8.7291
H 3.4291 -0.7068 9.2865
H 4.5472 -2.0502 7.5367
H 4.3045 -0.3946 6.9642
C 0.3571 4.9800 -6.5094
C 1.4019 3.8702 -6.5593
C 1.3494 3.0601 -7.8568
C 0.0130 2.4066 -7.9974
N -1.0260 1.8997 -8.1040
H -0.6582 4.5785 -6.5429
H 0.4506 5.5483 -5.5816
H 0.4808 5.6728 -7.3460
H 1.2553 3.2058 -5.7024
H 2.3965 4.3126 -6.4566
H 2.1221 2.2886 -7.8511
H 1.5224 3.7061 -8.7206
C -5.4036 2.3604 2.6965
C -4.3621 1.2480 2.6373
C -4.4113 0.4545 1.3292
C -5.7494 -0.1928 1.1753
N -6.7895 -0.6953 1.0573
H -6.4197 1.9625 2.6536
H -5.3126 2.9168 3.6317
H -5.2740 3.0633 1.8690
H -4.5147 0.5738 3.4851
H -3.3663 1.6863 2.7498
H -3.6407 -0.3186 1.3289
H -4.2319 1.1103 0.4750
C -1.3236 -6.4352 -1.7361
C -1.1517 -5.3725 -0.6560
C -1.8594 -4.0580 -0.9952
C -1.3016 -3.4877 -2.2590
N -0.8670 -3.0446 -3.2412
H -0.8813 -6.1207 -2.6841
H -0.8287 -7.3618 -1.4391
H -2.3812 -6.6543 -1.9058
H -0.0837 -5.1893 -0.5050
H -1.5485 -5.7563 0.2875
H -1.7192 -3.3347 -0.1886
H -2.9325 -4.2206 -1.1211

---

133
Properties=species:S:1:pos:R:3 method="wB97M-V/def2-TZVPD" fmax_ha_per_bohr=0.08300 gap_ev=8.550 e_homo_ev=-8.4
C -1.6894 -0.7716 2.2911
C -2.5643 -0.3795 1.0863
C -2.8325 -1.5728 0.1231
N -2.2296 -1.4792 -1.2031
C -0.7768 -1.4479 -1.2405
C -0.0221 -0.0911 -1.2704
C 1.3246 -0.5999 -0.6677
O 1.3409 -2.0220 -0.6399
C 0.0400 -2.4197 -0.4099
O -0.2475 -3.3306 0.2319
H -1.4239 0.0915 2.8981
H -0.8134 -1.3530 2.0021
H -2.3053 -1.4329 2.8941
H -2.2026 0.5137 0.5780
H -3.5224 -0.1035 1.5262
H -2.6010 -2.5038 0.6347
H -3.9120 -1.5839 -0.0387
H -2.6313 -0.7218 -1.7358
H -0.5572 -1.8186 -2.2527
H 0.0545 0.2493 -2.2937
H -0.2952 0.6652 -0.5450
H 2.2194 -0.0847 -1.0080
H 1.2836 -0.3433 0.4005
O -4.4050 -0.6338 3.8309
S -4.9044 -0.9340 5.1257
O -5.1154 0.0760 6.0976
O -3.9900 -2.0901 5.7551
C -4.8039 -3.2254 6.0970
C -5.9569 -3.1863 5.1219
O -6.2555 -1.7850 4.9784
H -5.1491 -3.0997 7.1253
H -4.2304 -4.1422 6.0184
H -6.8213 -3.7252 5.4770
H -5.6629 -3.5745 4.1445
O -0.1228 3.3353 -1.7793
S 1.2278 3.4066 -2.2101
O 2.3122 3.3002 -1.2996
O 1.4078 4.7340 -3.0851
C 1.8857 4.3956 -4.3979
C 1.3455 3.0073 -4.6573
O 1.4514 2.3405 -3.3832
H 2.9760 4.4034 -4.3781
H 1.5314 5.1203 -5.1265
H 1.9143 2.4752 -5.4162
H 0.2882 3.0292 -4.9403
O -2.8666 2.5188 -7.4620
S -2.5827 2.9576 -6.1479
O -1.4351 2.5129 -5.4367
O -3.8808 2.7202 -5.2397
C -4.3056 3.9595 -4.6555
C -3.8665 5.0201 -5.6428
O -2.5928 4.5610 -6.1163
H -3.8009 4.0761 -3.6941
H -5.3814 3.9538 -4.5017
H -3.7705 6.0017 -5.1870
H -4.5464 5.0792 -6.4955
O 5.3328 3.6809 -6.9941
S 4.8726 5.0175 -6.8751
O 3.6190 5.4348 -7.3983
O 6.0150 5.9915 -7.4253
C 6.4068 6.9205 -6.4024
C 6.1582 6.1874 -5.1030
O 4.9435 5.4514 -5.3352
H 5.7769 7.8086 -6.4878
H 7.4489 7.2015 -6.5281
H 6.0405 6.8600 -4.2577
H 6.9497 5.4709 -4.8893
O 8.1430 3.7868 -11.0477
S 6.9939 3.9508 -11.8591
O 7.0774 4.3925 -13.2018
O 5.9460 4.8759 -11.0660
C 4.7049 4.1804 -10.9031
C 5.0811 2.7159 -10.8635
O 6.1352 2.5919 -11.8269
H 4.0710 4.4066 -11.7634
H 4.2071 4.5015 -9.9906
H 4.2511 2.0632 -11.1210
H 5.4761 2.4338 -9.8846
O 3.8383 7.2514 1.9282
S 2.4916 6.9063 2.2029
O 1.4905 7.8877 2.4040
O 2.4803 5.8820 3.4416
C 1.8368 4.6596 3.0603
C 2.0864 4.5392 1.5723
O 1.9776 5.8810 1.0800
H 0.7706 4.7510 3.2795
H 2.2504 3.8244 3.6198
H 1.3681 3.8936 1.0766
H 3.0971 4.1814 1.3664
O -8.3634 -4.7817 4.5688
S -9.7203 -5.0970 4.2952
O -10.2056 -6.4242 4.3289
O -10.1121 -4.4257 2.8907
C -11.2213 -3.5361 3.0635
C -11.0994 -3.0418 4.4895
O -10.6573 -4.1870 5.2286
H -12.1425 -4.1034 2.9147
H -11.1722 -2.7280 2.3382
H -12.0413 -2.6742 4.8875
H -10.3381 -2.2631 4.5777
O 8.4661 3.7743 -4.9159
S 7.9222 3.4774 -3.6395
O 7.7528 4.4741 -2.6469
O 8.7398 2.2463 -3.0186
C 7.8469 1.1637 -2.7225
C 6.7226 1.3070 -3.7266
O 6.5226 2.7214 -3.8374
H 7.4863 1.2870 -1.6993
H 8.3655 0.2128 -2.8119
H 5.8073 0.8184 -3.4034
H 7.0122 0.9255 -4.7083
O -3.3098 -6.4980 5.1710
S -3.4441 -6.7777 6.5547
O -4.5544 -6.3210 7.3106
O -2.0954 -6.3198 7.2905
C -1.5074 -7.4348 7.9818
C -1.9363 -8.6481 7.1820
O -3.2855 -8.3541 6.7834
H -1.9096 -7.4582 8.9935
H -0.4275 -7.3221 8.0239
H -1.9012 -9.5628 7.7588
H -1.3325 -8.7631 6.2783
O 1.0954 -11.0485 10.2230
S 0.5520 -9.7452 10.2858
O -0.7250 -9.4353 9.7457
O 1.6297 -8.7160 9.6868
C 1.9526 -7.7180 10.6654
C 1.7514 -8.4079 11.9980
O 0.5936 -9.2312 11.8034
H 1.2624 -6.8803 10.5426
H 2.9726 -7.3700 10.5258
H 1.5857 -7.7063 12.8109
H 2.5945 -9.0572 12.2435

---

123
Properties=species:S:1:pos:R:3 method="wB97M-V/def2-TZVPD" fmax_ha_per_bohr=0.15098 gap_ev=8.607 e_homo_ev=-8.5
C -3.5291 -2.0104 0.6748
O -3.4582 -1.7515 -0.7497
C -2.0827 -1.5963 -1.1755
C -1.4335 -3.0301 -1.5765
C 0.1075 -3.1023 -1.1122
B 0.5932 -4.5640 -0.6050
C 0.3181 -5.0758 0.9370
C 0.7793 -3.8705 1.8978
C 0.8069 -4.2438 3.4471
N 1.1529 -3.1365 4.3962
O 0.5180 -5.3849 3.8777
C 1.4043 -5.4842 -1.6934
C 0.5265 -5.9195 -2.9418
O 0.5840 -5.2605 -4.0411
O -0.3542 -7.1158 -2.9223
H -3.9769 -1.1081 1.2099
H -2.5252 -2.3013 1.1478
H -4.2163 -2.9240 0.8090
H -2.0920 -0.9044 -2.0963
H -1.5213 -1.0783 -0.3271
H -1.4273 -3.0481 -2.7292
H -2.0750 -3.9133 -1.2530
H 0.2597 -2.2759 -0.3246
H 0.7833 -2.8182 -1.9970
H 0.9014 -6.0422 1.1655
H -0.7852 -5.2824 1.1366
H 1.7899 -3.4875 1.5087
H -0.0017 -3.0320 1.7532
H 2.0103 -2.7199 3.9729
H 0.4183 -2.4186 4.2110
H 2.2460 -4.8131 -2.1115
H 1.9479 -6.3796 -1.2080
H -0.9217 -6.9653 -2.1297
C 1.3169 0.3144 3.2328
Cl -0.4406 0.1202 3.1840
Cl 1.9830 0.5063 1.6079
H 1.5591 1.1973 3.8216
H 1.7567 -0.5659 3.6931
C -1.8936 -5.9926 -6.3312
Cl -1.3388 -6.1664 -4.6612
Cl -2.1426 -4.2879 -6.7477
H -1.1430 -6.4138 -6.9983
H -2.8353 -6.5264 -6.4521
C -6.4697 0.6774 2.3730
Cl -4.9158 0.4529 3.1873
Cl -6.4921 -0.1381 0.8080
H -7.2596 0.2670 2.9998
H -6.6374 1.7424 2.2183
C 1.0153 1.3020 7.2759
Cl 1.4283 -0.1905 6.4224
Cl -0.5631 1.9135 6.7679
H 0.9896 1.1014 8.3456
H 1.7723 2.0541 7.0596
C 4.9981 -3.8842 2.2972
Cl 6.4707 -4.1299 1.3502
Cl 4.2393 -2.3331 1.9062
H 4.2952 -4.6917 2.0742
H 5.2531 -3.8960 3.3561
C -8.1109 -0.4604 -2.7636
Cl -8.1809 1.3074 -2.7842
Cl -6.5047 -1.0303 -2.3008
H -8.8394 -0.8345 -2.0461
H -8.3465 -0.8350 -3.7582
C 5.0703 0.2466 -1.0937
Cl 3.3135 0.0529 -1.1455
Cl 5.7391 0.4453 -2.7175
H 5.3122 1.1284 -0.5008
H 5.5102 -0.6383 -0.6350
C 9.4574 -3.5036 -1.1997
Cl 8.0891 -2.3866 -1.2608
Cl 10.1493 -3.5806 0.4254
H 9.1156 -4.4969 -1.4858
H 10.2230 -3.1626 -1.8944
C -5.7859 4.3771 0.6839
Cl -7.0657 4.7758 1.8372
Cl -4.2399 4.1308 1.5064
H -6.0562 3.4629 0.1569
H -5.6824 5.1951 -0.0268
C 8.1762 2.3728 0.6006
Cl 8.5850 0.8860 -0.2626
Cl 6.5967 2.9856 0.0951
H 8.1506 2.1678 1.6668
H 8.9330 3.1257 0.3880
C 6.3493 4.6582 3.2652
Cl 5.6408 3.7724 4.6211
Cl 8.0458 4.2183 3.0302
H 5.7945 4.4209 2.3591
H 6.2860 5.7258 3.4683
C -4.0087 7.9325 1.3802
Cl -4.7320 7.9067 -0.2342
Cl -5.1039 8.6629 2.5593
H -3.7897 6.9104 1.6860
H -3.0876 8.5148 1.3448
C -1.9654 -0.4464 -6.7193
Cl -3.3493 0.6538 -6.7338
Cl -1.2426 -0.5449 -5.1099
H -2.2996 -1.4386 -7.0177
H -1.2171 -0.0824 -7.4210
C 3.0842 3.6027 -3.6101
Cl 4.4567 3.6203 -2.4933
Cl 2.8286 1.9922 -4.2903
H 2.1872 3.9052 -3.0721
H 3.2811 4.3014 -4.4214
C -2.8291 11.8883 1.1340
Cl -2.0342 10.5091 1.9040
Cl -2.2958 13.4142 1.8480
H -2.5849 11.8896 0.0732
H -3.9059 11.7933 1.2651
C -9.4916 4.7309 -1.7112
Cl -7.9334 5.5322 -1.9483
Cl -10.8340 5.8393 -2.0154
H -9.5647 3.8899 -2.3986
H -9.5526 4.3745 -0.6841
C 4.5798 -7.3662 0.5140
Cl 3.8545 -7.3710 -1.0993
Cl 3.4998 -6.6221 1.7003
H 4.7826 -8.3927 0.8145
H 5.5097 -6.8006 0.4808
C -0.7839 3.7623 0.5203
Cl 0.6969 3.5379 -0.4185
Cl -1.5677 5.2963 0.1255
H -1.4701 2.9465 0.2973
H -0.5350 3.7556 1.5803